Below is a 7-piece molecular cluster, C24H30BN6O5P overall, with properties calculated with the ωB97M-V functional and the def2-TZVPD basis.

```
! RIJCOSX wB97M-V def2-TZVPD def2/J DEFGRID3
* xyz 0 1
C -1.84961 -4.41895 0.28554
P -1.27560 -2.69617 -0.30043
C -0.11401 -2.76643 -1.81371
C -0.45143 -1.66924 1.08131
C 1.15583 -1.79586 1.48855
C 1.78615 -0.81338 2.68149
B 3.37849 -0.84462 3.10832
O 4.10111 -1.99293 3.69844
O 4.16698 0.40524 2.82146
C 0.83931 0.29870 3.49244
O 1.41461 1.18483 4.53084
C -0.74910 0.41129 3.07671
C -1.38720 -0.57328 1.88434
C -3.00828 -0.34376 1.54074
O -3.86470 -1.33126 1.26581
C -3.49324 1.25516 1.62518
C -2.91668 2.14625 2.71075
C -1.79243 1.51529 3.77702
O -1.77420 1.84310 5.07622
H -0.99232 -5.21105 0.35407
H -2.49432 -4.36599 1.28797
H -2.61505 -4.82283 -0.53652
H 0.43607 -1.71413 -1.89150
H -0.77114 -2.85864 -2.78533
H 0.73232 -3.57161 -1.73250
H 1.88292 -2.55640 0.95299
H 3.46612 -2.72980 3.94487
H 3.84157 0.69511 1.90165
H 1.38976 0.68970 5.40188
H -4.26249 1.62935 0.81484
H -3.26017 3.27276 2.74287
C 1.83330 -0.12931 -4.84894
C 1.02232 0.16976 -3.59863
N 0.34949 0.41783 -2.56140
H 1.76685 0.71051 -5.54602
H 2.88190 -0.28988 -4.58363
H 1.44780 -1.02858 -5.33710
C 2.23929 3.02407 6.73322
C 3.17045 4.14386 7.16845
N 3.94295 5.07279 7.52957
H 1.19932 3.35290 6.81053
H 2.44897 2.74658 5.69651
H 2.38443 2.14888 7.37242
C 1.32639 4.59669 2.02315
C 1.65283 3.31937 1.26664
N 1.92365 2.25975 0.63899
H 0.24246 4.71301 2.10788
H 1.75985 4.55700 3.02629
H 1.73667 5.45984 1.49188
C -1.45673 -3.00406 5.87855
C -0.86383 -3.41768 4.54146
N -0.37192 -3.76076 3.43222
H -2.46047 -2.59620 5.73098
H -1.51840 -3.87033 6.54300
H -0.82756 -2.24130 6.34539
C -1.39990 1.20999 -7.32679
C -0.50010 -0.01247 -7.24718
N 0.24638 -1.02662 -7.18120
H -2.44871 0.90459 -7.27830
H -1.18655 1.88488 -6.49328
H -1.22651 1.73992 -8.26739
C -1.55143 -0.29050 -11.32550
C -2.27991 0.86407 -10.65714
N -2.88429 1.82189 -10.10271
H -0.63176 0.07038 -11.79411
H -1.29765 -1.05142 -10.58232
H -2.18890 -0.73989 -12.09185
*
```

Calculated values
SMILES	CP(C)c1cc(B(O)O)c(O)c2c1C(=O)C=CC2=O.CC#N.CC#N.CC#N.CC#N.CC#N.CC#N
orbital gap	5.955	eV
HOMO level	-0.275	hartree

Atom charges from the Löwdin analysis, given in e for atoms 1 to 2: atom 1 (C): -0.35, atom 2 (P): 0.84

---

Below is C24H30BNO4STb as an isolated structure, with properties calculated with the ωB97M-V functional and the def2-TZVPD basis.

```
! RIJCOSX wB97M-V def2-TZVPD def2/J DEFGRID3
* xyz 3 7
C -1.40808 3.32104 1.92074
C -2.10994 4.19933 1.29887
C -2.92743 5.40713 0.52783
C -3.62076 4.88600 -0.80701
C -2.73735 5.23730 -2.15591
C -1.41363 4.34024 -2.09285
C -0.12589 4.76862 -1.42671
C 1.11739 3.82257 -1.35344
C 0.97601 2.49964 -1.97372
C -0.33207 2.10939 -2.62658
C -1.52144 2.98040 -2.71199
O -2.69599 2.58317 -3.30326
B -2.64302 2.59422 -4.73682
O -3.45869 1.64695 -5.41668
O -1.90232 3.48563 -5.50081
S -0.34073 0.39753 -3.29926
C 0.51756 -0.48262 -1.93702
C 0.07151 -1.75983 -1.42543
C 0.85700 -2.33225 -0.27694
C 0.35512 -3.67745 0.30738
C -0.36992 -3.31393 1.68702
C -0.83812 -4.59825 2.49404
C 0.14162 -5.82676 2.40993
C 1.49393 -5.65712 3.19357
O 2.21970 -4.46104 2.86737
C 3.19545 -4.15943 3.89772
C 4.42902 -3.33940 3.32915
C 2.07991 -1.60636 0.26932
C 2.51501 -0.31172 -0.26631
C 1.71972 0.27884 -1.38218
N 2.11533 1.56810 -1.95385
H -0.90579 2.75732 2.73873
H -2.19985 6.23539 0.19956
H -3.65094 5.83572 1.27472
H -3.77174 3.78332 -0.67431
H -4.64138 5.34348 -0.90084
H -3.39688 4.92174 -3.00458
H -2.52875 6.33688 -2.11690
H -0.01388 5.81946 -0.92689
H 2.09720 4.06970 -0.86423
H -2.90513 0.84814 -5.51981
H -1.60996 3.08703 -6.34144
H -0.81417 -2.25313 -1.88513
H -0.43919 -4.08316 -0.37568
H 1.23542 -4.35551 0.44756
H -1.28404 -2.66819 1.51509
H 0.31495 -2.72907 2.35723
H -1.80515 -4.93519 2.00514
H -1.13766 -4.34031 3.55321
H -0.39532 -6.69585 2.89728
H 0.35857 -6.14222 1.35518
H 1.28269 -5.78410 4.29593
H 2.16230 -6.52922 2.90486
H 2.70707 -3.53888 4.70767
H 3.57834 -5.13825 4.29249
H 5.28859 -4.04967 3.16185
H 4.08572 -2.87554 2.35805
H 4.75838 -2.52234 4.03317
H 2.67927 -2.03494 1.11820
H 3.41266 0.24171 0.10579
H 2.28236 1.36929 -2.96042
Tb -0.10260 5.42644 0.69237
*
```

Calculated values
orbital gap (alpha / beta)	5.260 / 3.621	eV
HOMO level (alpha / beta)	-0.565 / -0.565	hartree

Atom charges from the Löwdin analysis, given in e for atoms 1 to 2: atom 1 (C): 0.10, atom 2 (C): -0.19

---

Below is C24H30BeKN6O8S2 as an isolated structure, with properties calculated with the ωB97M-V functional and the def2-TZVPD basis.

```
! RIJCOSX wB97M-V def2-TZVPD def2/J DEFGRID3
* xyz -2 2
K -15.59796 -16.06245 -7.80236
Be -18.17541 -16.17121 -3.93091
S -18.58238 -17.50035 -6.68802
O -18.85371 -18.05860 -5.32983
O -17.45297 -18.20602 -7.32393
O -19.89070 -17.65746 -7.31550
O -18.31923 -16.12726 -6.40185
S -15.88075 -14.25667 -4.93664
O -15.04792 -13.45927 -4.01846
O -15.89235 -15.69810 -4.74221
O -17.28780 -13.89742 -4.76326
O -15.42526 -13.95287 -6.25503
N -15.50197 -10.68663 -3.72010
C -16.47017 -10.01695 -3.09486
C -16.19096 -8.72347 -3.05154
C -14.93413 -8.61718 -3.68108
C -14.60402 -9.74879 -4.16136
H -15.56850 -11.66308 -3.96952
H -17.29957 -10.58925 -2.70631
H -16.68496 -7.92992 -2.51057
H -14.48901 -7.65069 -3.86593
H -13.77065 -10.00294 -4.79956
N -13.82555 -11.94814 -8.03150
C -14.04482 -11.07371 -9.02895
C -12.92684 -10.31396 -9.37930
C -11.92313 -10.98996 -8.71377
C -12.48373 -11.95468 -7.93002
H -14.48847 -12.55811 -7.57478
H -15.10353 -10.94851 -9.20174
H -12.88137 -9.53376 -10.12470
H -10.87433 -10.76884 -8.84614
H -12.01276 -12.65108 -7.25208
N -17.11258 -12.60937 -7.95303
C -17.63978 -13.24007 -9.08557
C -18.64128 -12.41460 -9.63776
C -18.65244 -11.23401 -8.84548
C -17.66749 -11.36239 -7.83219
H -16.49433 -13.03538 -7.27745
H -17.27281 -14.19405 -9.43438
H -19.12864 -12.64967 -10.57243
H -19.27068 -10.36614 -9.02152
H -17.18288 -10.68624 -7.14343
N -17.18793 -13.88022 -2.07157
C -18.52507 -13.90350 -2.24421
C -19.02620 -14.86628 -1.35389
C -18.00219 -15.25794 -0.50214
C -16.88092 -14.81574 -1.12828
H -16.49417 -13.43915 -2.65830
H -18.84413 -13.27580 -3.06310
H -20.04959 -15.20375 -1.28195
H -18.13070 -15.73993 0.45575
H -15.82255 -14.79567 -0.91413
N -12.36922 -12.90601 -3.26319
C -12.11789 -12.45362 -1.93748
C -10.74652 -12.31259 -1.82065
C -10.18250 -12.49886 -3.04494
C -11.17031 -12.97349 -3.83940
H -13.19887 -13.05894 -3.81852
H -12.96746 -12.26904 -1.29672
H -10.25271 -12.07000 -0.89129
H -9.16672 -12.37688 -3.39095
H -11.19746 -13.22264 -4.88992
N -13.92816 -17.68479 -5.49617
C -14.48614 -18.96296 -5.42296
C -13.43746 -19.83550 -5.42324
C -12.22102 -19.10400 -5.63540
C -12.57624 -17.75145 -5.61538
H -14.42811 -16.80932 -5.55705
H -15.56067 -19.06152 -5.37741
H -13.58829 -20.90276 -5.35535
H -11.24318 -19.56032 -5.68028
H -11.95747 -16.88621 -5.80213
*
```

Calculated values
orbital gap (alpha / beta)	4.395 / 5.604	eV
HOMO level (alpha / beta)	-0.037 / -0.082	hartree

Atom charges from the Löwdin analysis, given in e for atoms 1 to 2: atom 1 (K): 0.83, atom 2 (Be): 0.80

---

Strongest force on any atom values, unit eV/Å, following the record order: 10.15, 8.16, 6.55.